Entry 1:
Here is 2 unconnected molecules or ions with the total composition C4H13NO2 at a distorted geometry from OMol25. Energies are from the ωB97M-V functional and the def2-TZVPD basis.

```
20
C4H13NO2 the ωB97M-V functional and the def2-TZVPD basis
C 0.574 -1.190 -1.633
C 0.405 -0.069 -0.633
C 1.715 0.618 -0.307
C 1.595 1.680 0.790
O 0.651 1.350 1.807
N -0.625 0.893 -1.060
H 1.238 -1.924 -1.144
H 0.988 -0.900 -2.595
H -0.308 -1.835 -1.705
H -0.062 -0.455 0.278
H 2.445 -0.143 -0.064
H 2.026 1.146 -1.209
H 2.560 1.926 1.216
H 1.216 2.585 0.329
H 1.128 0.853 2.481
H -0.233 1.824 -1.152
H -1.039 0.673 -1.957
H -3.559 -3.087 1.761
H -2.820 -2.597 0.515
O -3.707 -2.697 0.887
```

Summary:
**Charge**: 0
**SMILES**: C[C@H](N)CCO.O
**E_LUMO**: 0.72 eV
**Relative energy (zero: lowest compared OMol25 entry of this formula, charge and spin)**: 87.1 kJ/mol

Charges in e, computed with Mulliken, in the same order as the atoms:
1. C -1.5054
2. C 0.6039
3. C -0.8641
4. C -0.6470
5. O -0.5061
6. N -0.5882
7. H 0.3943
8. H 0.3758
9. H 0.3692
10. H 0.2037
11. H 0.3639
12. H 0.3487
13. H 0.3776
14. H 0.3371
15. H 0.3028
16. H 0.1909
17. H 0.2432
18. H 0.3211
19. H 0.3170
20. O -0.6385

Entry 2:
Here is 3 unconnected molecules or ions with the total composition C4H13NO2 at a distorted geometry from OMol25. Energies are from the ωB97M-V functional and the def2-TZVPD basis.

```
20
C4H13NO2 the ωB97M-V functional and the def2-TZVPD basis
C 1.696 -0.416 -2.399
C 1.464 0.215 -1.227
N 0.518 -0.192 -0.321
C 0.295 -0.005 1.085
C 1.451 0.836 1.679
H 2.552 -0.085 -2.962
H 1.022 -1.166 -2.793
H 2.306 0.770 -0.835
H -0.188 -0.813 -0.694
H 0.261 -0.928 1.685
H -0.687 0.443 1.276
H 1.375 1.104 2.724
H 1.483 1.766 1.094
H 2.395 0.409 1.331
H -1.303 1.716 -0.513
H -1.426 0.854 -1.689
O -1.989 1.258 -1.018
H -4.344 -2.378 1.385
H -3.468 -1.227 1.010
O -3.415 -2.162 1.179
```

Summary:
**Charge**: 0
**SMILES**: C=CNCC.O.O
**E_LUMO**: 0.75 eV
**Relative energy (zero: lowest compared OMol25 entry of this formula, charge and spin)**: 163.1 kJ/mol

Charges in e, computed with Mulliken, in the same order as the atoms:
1. C -1.0003
2. C 0.1004
3. N -0.1936
4. C -0.1483
5. C -1.3427
6. H 0.2537
7. H 0.2800
8. H 0.2820
9. H 0.2128
10. H 0.2767
11. H 0.2539
12. H 0.3661
13. H 0.3468
14. H 0.3389
15. H 0.3208
16. H 0.3007
17. O -0.6454
18. H 0.3112
19. H 0.3112
20. O -0.6248

Entry 3:
Here is 2 unconnected molecules or ions with the total composition C4H13NO2 at a distorted geometry from OMol25. Energies are from the ωB97M-V functional and the def2-TZVPD basis.

```
20
C4H13NO2 the ωB97M-V functional and the def2-TZVPD basis
C 0.090 -1.560 -1.314
O 1.309 -1.500 -2.102
C 0.499 -1.749 0.149
C 1.394 -0.647 0.688
C 0.731 0.743 0.784
N -0.454 0.709 1.659
H -0.387 -2.510 -1.569
H -0.496 -0.687 -1.581
H 1.015 -1.168 -2.953
H 0.967 -2.730 0.203
H -0.437 -1.892 0.699
H 2.247 -0.617 0.009
H 1.666 -0.952 1.702
H 1.465 1.407 1.239
H 0.479 1.120 -0.206
H -0.644 -0.244 1.896
H -0.325 1.203 2.524
H -2.975 4.356 -0.195
H -3.416 3.241 -1.133
O -2.729 3.477 -0.498
```

Summary:
**Charge**: 0
**SMILES**: NCCCCO.O
**E_LUMO**: 0.93 eV
**Relative energy (zero: lowest compared OMol25 entry of this formula, charge and spin)**: 90.3 kJ/mol

Charges in e, computed with Mulliken, in the same order as the atoms:
1. C -0.5029
2. O -0.5151
3. C -0.6240
4. C -0.6626
5. C -0.4929
6. N -0.4989
7. H 0.2795
8. H 0.3860
9. H 0.2965
10. H 0.3878
11. H 0.3174
12. H 0.3392
13. H 0.3081
14. H 0.3042
15. H 0.2517
16. H 0.1818
17. H 0.2465
18. H 0.3127
19. H 0.3127
20. O -0.6277

Entry 4:
Here is 2 unconnected molecules or ions with the total composition C4H13NO2 at a distorted geometry from OMol25. Energies are from the ωB97M-V functional and the def2-TZVPD basis.

```
20
C4H13NO2 the ωB97M-V functional and the def2-TZVPD basis
C -2.531 -0.512 0.442
N -1.115 -0.527 0.120
C -0.874 -0.317 -1.314
C 0.686 -0.251 -1.435
C 1.139 0.414 -2.763
O 1.211 0.515 -0.389
H -2.816 -0.187 1.449
H -3.105 0.201 -0.160
H -3.039 -1.461 0.238
H -0.696 -1.422 0.332
H -1.161 0.643 -1.751
H -1.280 -1.104 -1.962
H 1.054 -1.283 -1.283
H 0.278 0.912 -3.204
H 1.483 -0.344 -3.476
H 1.973 1.091 -2.597
H 0.575 0.746 0.292
H 1.303 0.294 3.638
H 1.294 -0.089 5.008
O 1.472 0.708 4.492
```

Summary:
**Charge**: 0
**SMILES**: CNC[C@@H](C)O.O
**E_LUMO**: 0.66 eV
**Relative energy (zero: lowest compared OMol25 entry of this formula, charge and spin)**: 118.9 kJ/mol

Charges in e, computed with Mulliken, in the same order as the atoms:
1. C -0.9483
2. N -0.2721
3. C -0.9046
4. C 0.4651
5. C -1.2198
6. O -0.5757
7. H 0.2905
8. H 0.3131
9. H 0.3083
10. H 0.2021
11. H 0.4718
12. H 0.3112
13. H 0.2436
14. H 0.3250
15. H 0.2789
16. H 0.3498
17. H 0.3625
18. H 0.2952
19. H 0.3231
20. O -0.6197

Entry 5:
Here is 3 unconnected molecules or ions with the total composition C4H13NO2 at a distorted geometry from OMol25. Energies are from the ωB97M-V functional and the def2-TZVPD basis.

```
20
C4H13NO2 the ωB97M-V functional and the def2-TZVPD basis
C 0.355 -1.855 -0.980
C 0.684 -0.338 -0.532
C -0.188 0.687 -1.040
C -1.309 0.583 -1.842
N 0.324 2.001 -0.723
H -0.719 -2.175 -0.610
H 0.329 -1.822 -2.145
H 1.103 -2.671 -0.708
H 0.706 -0.342 0.613
H 1.783 -0.137 -0.871
H -1.759 -0.496 -1.746
H -1.870 1.416 -2.289
H 1.306 1.984 -0.384
H -0.003 2.780 -1.285
H 0.369 2.448 2.527
H 0.127 1.190 1.509
O 0.617 1.500 2.239
H -1.144 -2.094 3.042
H -0.195 -0.910 2.838
O -0.518 -1.749 2.387
```

Summary:
**Charge**: 0
**SMILES**: C=C(N)CC.O.O
**E_LUMO**: 0.75 eV
**Relative energy (zero: lowest compared OMol25 entry of this formula, charge and spin)**: 178.3 kJ/mol

Charges in e, computed with Mulliken, in the same order as the atoms:
1. C -1.3468
2. C 0.0234
3. C 0.5050
4. C -0.8758
5. N -0.4845
6. H 0.2502
7. H 0.3785
8. H 0.3221
9. H 0.1163
10. H 0.2520
11. H 0.1408
12. H 0.2965
13. H 0.2347
14. H 0.1845
15. H 0.3067
16. H 0.3600
17. O -0.6688
18. H 0.2924
19. H 0.3282
20. O -0.6156

Entry 6:
Here is a molecular structure, C4H13NO2 at a distorted geometry from OMol25. Energies are from the ωB97M-V functional and the def2-TZVPD basis.

```
20
C4H13NO2 the ωB97M-V functional and the def2-TZVPD basis
C 1.607 0.430 -0.344
C 1.489 0.743 1.147
C 2.209 -0.950 -0.587
O 0.336 0.491 -0.991
H -0.541 -0.237 -0.423
H 2.241 1.190 -0.821
H 3.218 -1.010 -0.177
H 0.818 0.031 1.628
H 1.079 1.744 1.292
H 2.466 0.698 1.628
H 2.257 -1.151 -1.656
H 1.599 -1.718 -0.109
C -2.950 -0.824 -0.213
N -1.744 -0.241 0.300
O -1.789 1.364 -0.071
H -0.557 1.343 -0.529
H -1.972 1.151 0.920
H -3.844 -0.459 0.303
H -2.837 -1.894 -0.002
H -3.086 -0.702 -1.295
```

Summary:
**Charge**: 0
**E_LUMO**: 0.93 eV
**Relative energy (zero: lowest compared OMol25 entry of this formula, charge and spin)**: 472.0 kJ/mol

Charges in e, computed with Mulliken, in the same order as the atoms:
1. C 0.5590
2. C -1.3577
3. C -1.3267
4. O -0.7734
5. H 0.5393
6. H 0.2764
7. H 0.4034
8. H 0.3099
9. H 0.3243
10. H 0.4254
11. H 0.3251
12. H 0.3191
13. C -0.7411
14. N -0.5524
15. O -0.5164
16. H 0.4777
17. H 0.4432
18. H 0.2951
19. H 0.3037
20. H 0.2662

Entry 7:
Here is 2 unconnected molecules or ions with the total composition C4H13NO2 at a distorted geometry from OMol25. Energies are from the ωB97M-V functional and the def2-TZVPD basis.

```
20
C4H13NO2 the ωB97M-V functional and the def2-TZVPD basis
C -0.877 -0.139 2.371
N 0.121 0.052 1.241
C -0.619 0.315 -0.006
C 0.264 0.273 -1.233
C -0.291 1.193 -2.334
O 0.413 -1.041 -1.761
H -0.421 -0.336 3.360
H -1.748 -0.710 2.062
H -1.240 0.893 2.380
H 0.573 0.900 1.560
H -1.278 -0.541 -0.052
H -1.253 1.213 -0.001
H 1.290 0.621 -1.148
H 0.279 1.074 -3.246
H -1.270 0.745 -2.524
H -0.321 2.223 -1.962
H 0.811 -1.610 -1.081
H 2.618 -1.930 0.816
H 1.287 -1.138 0.862
O 1.662 -2.058 0.695
```

Summary:
**Charge**: 0
**SMILES**: CNC[C@H](C)O.O
**E_LUMO**: 0.83 eV
**Relative energy (zero: lowest compared OMol25 entry of this formula, charge and spin)**: 104.2 kJ/mol

Charges in e, computed with Mulliken, in the same order as the atoms:
1. C -0.9068
2. N -0.4201
3. C -0.8720
4. C 0.4224
5. C -1.5876
6. O -0.6138
7. H 0.2813
8. H 0.2947
9. H 0.3904
10. H 0.2436
11. H 0.4098
12. H 0.4051
13. H 0.2787
14. H 0.3777
15. H 0.3698
16. H 0.3811
17. H 0.4064
18. H 0.3242
19. H 0.5422
20. O -0.7273

Entry 8:
Here is 3 unconnected molecules or ions with the total composition C4H13NO2 at a distorted geometry from OMol25. Energies are from the ωB97M-V functional and the def2-TZVPD basis.

```
20
C4H13NO2 the ωB97M-V functional and the def2-TZVPD basis
C 2.205 -0.332 -1.160
C 1.049 0.690 -1.196
C 0.465 1.009 0.242
C 0.779 0.383 1.485
N -0.719 1.865 0.206
H 2.090 -1.275 -0.645
H 2.964 0.131 -0.433
H 2.836 -0.335 -2.077
H 0.077 0.415 -1.633
H 1.576 1.607 -1.595
H 1.023 -0.727 1.494
H 0.623 0.933 2.346
H -1.101 2.094 -0.718
H -0.937 2.456 1.059
H -2.954 0.124 1.700
H -1.927 -0.363 0.668
O -2.361 -0.596 1.524
H -1.849 -3.288 -0.857
H -2.071 -2.411 0.212
O -1.769 -2.378 -0.623
```

Summary:
**Charge**: 0
**SMILES**: C=C(N)CC.O.O
**E_LUMO**: 0.80 eV
**Relative energy (zero: lowest compared OMol25 entry of this formula, charge and spin)**: 268.8 kJ/mol

Charges in e, computed with Mulliken, in the same order as the atoms:
1. C -1.2144
2. C -0.2189
3. C 0.2403
4. C -0.7361
5. N -0.4356
6. H 0.3254
7. H 0.3294
8. H 0.3175
9. H 0.3301
10. H 0.1927
11. H 0.1385
12. H 0.2857
13. H 0.1912
14. H 0.2484
15. H 0.2946
16. H 0.3724
17. O -0.6454
18. H 0.2791
19. H 0.2757
20. O -0.5708

Entry 9:
Here is 2 unconnected molecules or ions with the total composition C4H13NO2 at a distorted geometry from OMol25. Energies are from the ωB97M-V functional and the def2-TZVPD basis.

```
20
C4H13NO2 the ωB97M-V functional and the def2-TZVPD basis
C 1.895 -1.155 -0.665
C 1.320 0.278 -0.490
C 2.079 1.114 0.542
N -0.135 0.158 -0.241
C -0.604 -0.281 1.081
O -1.687 0.505 1.472
H 2.974 -1.112 -0.793
H 1.697 -1.725 0.243
H 1.368 -1.610 -1.498
H 1.362 0.703 -1.489
H 2.678 0.518 1.229
H 2.781 1.772 0.022
H 1.398 1.775 1.079
H -0.432 1.137 -0.285
H -0.934 -1.322 1.035
H 0.227 -0.273 1.789
H -2.404 0.313 0.889
H -1.675 -0.132 -1.254
H -2.584 -0.688 -2.389
O -2.544 -0.549 -1.433
```

Summary:
**Charge**: 0
**SMILES**: CC(C)NCO.O
**E_LUMO**: 0.89 eV
**Relative energy (zero: lowest compared OMol25 entry of this formula, charge and spin)**: 65.0 kJ/mol

Charges in e, computed with Mulliken, in the same order as the atoms:
1. C -1.4218
2. C 0.3314
3. C -1.4139
4. N -0.5506
5. C -0.5079
6. O -0.5484
7. H 0.4095
8. H 0.3196
9. H 0.3689
10. H 0.3696
11. H 0.3386
12. H 0.3824
13. H 0.4048
14. H 0.3300
15. H 0.2727
16. H 0.4373
17. H 0.3548
18. H 0.4840
19. H 0.3103
20. O -0.6715

Entry 10:
Here is 2 unconnected molecules or ions with the total composition C4H13NO2 at a distorted geometry from OMol25. Energies are from the ωB97M-V functional and the def2-TZVPD basis.

```
20
C4H13NO2 the ωB97M-V functional and the def2-TZVPD basis
C 1.387 1.467 -1.911
O 0.765 0.644 -2.922
C 0.643 1.156 -0.580
C -0.898 1.333 -0.726
C -1.637 0.008 -0.711
N -1.333 -0.801 0.463
H 1.382 2.480 -2.320
H 2.429 1.145 -1.796
H 1.357 -0.068 -3.107
H 1.122 1.628 0.280
H 0.794 0.085 -0.422
H -1.085 1.741 -1.724
H -1.275 2.064 -0.014
H -2.713 0.320 -0.773
H -1.541 -0.530 -1.657
H -1.301 -0.182 1.262
H -2.188 -1.313 0.650
H 0.340 -3.628 5.738
H 1.671 -2.835 5.662
O 0.887 -3.123 5.159
```

Summary:
**Charge**: 0
**SMILES**: NCCCCO.O
**E_LUMO**: 1.04 eV
**Relative energy (zero: lowest compared OMol25 entry of this formula, charge and spin)**: 110.4 kJ/mol

Charges in e, computed with Mulliken, in the same order as the atoms:
1. C -0.6980
2. O -0.4957
3. C -0.3867
4. C -0.7327
5. C -0.5765
6. N -0.5960
7. H 0.2723
8. H 0.3861
9. H 0.2949
10. H 0.4396
11. H 0.2719
12. H 0.3096
13. H 0.4048
14. H 0.3209
15. H 0.3060
16. H 0.2165
17. H 0.2636
18. H 0.3166
19. H 0.3239
20. O -0.6409